1.
C10H14BClHgN6O4 as an isolated structure at a distorted geometry, computed with the ωB97M-V functional and the def2-TZVPD basis.

ΔE to the lowest compared entry with this formula, charge and spin ... 21.16 kJ/mol
DFT total energy ... -1656.9400 Ha
Net charge ... 0
LUMO energy (spin up / spin down) ... -3.81 / -4.91 eV

Cartesian coordinates (Å):
H 1.55922 -0.31810 -2.15003
N -0.32815 0.41721 -1.56784
B -2.74165 1.00973 -1.31990
N -1.54789 0.48885 -2.17984
C -1.45710 0.01175 -3.44512
Hg 0.44173 1.50577 0.72787
H -2.32345 -0.00180 -4.09201
C -0.13446 -0.39191 -3.64525
H 0.30375 -0.80819 -4.52887
C 0.53101 -0.12457 -2.43112
H -3.73877 1.05740 -1.97474
C 0.76800 0.66251 2.57175
H 1.73242 0.14689 2.45407
H 0.02055 -0.09269 2.81491
H 0.80732 1.45180 3.33436
N -2.32440 2.37500 -0.68567
N -2.83818 -0.01296 -0.16771
N -1.19420 2.63349 0.07737
N -1.71287 -0.20209 0.60531
C -2.96976 3.53607 -0.91299
C -3.82158 -0.86418 0.20262
H -3.87462 3.52220 -1.50259
H -4.77350 -0.84771 -0.30440
C -2.26808 4.57131 -0.29912
C -3.32090 -1.64249 1.24943
C -1.16284 3.97928 0.31906
C -1.99554 -1.19409 1.44804
H -2.51842 5.61541 -0.30429
H -3.82576 -2.41563 1.79055
H -0.33985 4.43293 0.86751
H -1.25404 -1.54176 2.15898
H 0.94602 2.35876 -0.68442
O 3.06424 -2.43365 -0.51840
Cl 2.34716 -1.79988 0.57002
O 2.07364 -2.73038 1.65226
O 3.09109 -0.63750 1.07685
O 1.03920 -1.28198 0.04815


2.
C10H14BClN6Pd as an isolated structure at a distorted geometry, computed with the ωB97M-V functional and the def2-TZVPD basis.

Spin multiplicity ... 3
DFT total energy ... -1330.1786 Ha
Net charge ... +2
LUMO energy (spin up / spin down) ... -8.96 / -11.51 eV
<S²> ... 2.02

Cartesian coordinates (Å):
C -2.17939 1.37563 -1.14955
N -0.94740 0.84565 -1.15819
N -0.57366 0.58448 -2.46347
C -1.55194 1.05304 -3.27438
C -2.57569 1.54992 -2.47710
B 0.69932 -0.27765 -2.81507
N 1.88590 0.32715 -2.01132
N 1.80407 0.66980 -0.65815
C 3.05231 0.97414 -0.24751
C 3.90157 1.02311 -1.36674
C 3.12573 0.63391 -2.45896
Pd 0.13415 0.60116 0.55910
N 0.42024 -1.73755 -2.33987
N 0.18953 -1.85135 -0.98825
C -0.21814 -3.08207 -0.74466
C -0.16235 -3.85283 -1.93597
C 0.24879 -2.94913 -2.93272
H -0.55094 -3.35062 0.23621
H 0.43140 -3.07572 -3.96796
H -0.39021 -4.88891 -2.02371
H 0.90246 -0.27611 -3.98537
H 3.34699 0.56494 -3.51752
H -1.41357 0.99689 -4.35024
H 4.93458 1.30990 -1.38658
H -3.51001 1.98452 -2.79091
H 3.29574 1.13862 0.79317
H -2.69266 1.49454 -0.20010
H 1.07804 -0.58369 1.87682
C 0.99621 0.43309 2.29922
H 1.99632 0.79536 2.42430
H 0.38283 1.35674 1.87777
H 0.41043 0.24224 3.20264
Cl -1.71649 -0.52974 1.28535


Question: Among the records above, which one has the highest net charge?
Answer: C10H14BClN6Pd


Question: What is the net charge in the first record?
Answer: 0


Question: net charge of number 1 (C10H14BClHgN6O4)?
Answer: 0


Question: What is the DFT total energy in the first record?
Answer: -1656.9400 Ha